# C4H3NOS2

C4H3NOS2 in the gas phase (ωB97M-V/def2-TZVPD, the Open Molecules 2025 dataset).

HOMO energy = -8.617 eV
Kohn-Sham gap = 0.306 hartree
energy above the lowest of the compared OMol25 structures with the same formula, charge and spin = 134.6 kcal per mole
electronic energy = -1080.37483 hartree
2S+1 = 1
charge = 0

```
11
C4H3NOS2 (ωB97M-V/def2-TZVPD)
S 0.394 0.513 -1.016
S -0.622 2.557 0.862
O -1.053 -1.223 0.282
N -0.690 -0.235 1.031
C 2.194 -2.636 -0.259
C -0.397 0.920 0.422
C 0.952 -2.355 -0.504
C -0.125 -1.404 -0.824
H -0.953 -1.606 -1.734
H -1.143 -0.098 1.921
H 3.255 -3.129 -0.203
```

=====

# C27H48F13N2O5

A 6-piece molecular cluster, C27H48F13N2O5 overall (ωB97M-V/def2-TZVPD, the Open Molecules 2025 dataset).

HOMO energy = -11.441 eV
Kohn-Sham gap = 0.241 hartree
energy above the lowest of the compared OMol25 structures with the same formula, charge and spin = 169.4 kcal per mole
electronic energy = -2841.00034 hartree
2S+1 = 1
charge = +1

```
95
C27H48F13N2O5 (ωB97M-V/def2-TZVPD)
F -7.297 0.648 -2.089
F -6.960 1.524 0.680
F -11.428 1.545 -0.695
F -9.554 3.563 -1.304
F -6.998 3.729 -0.030
F -12.035 -1.392 -0.797
F -9.816 -0.742 -1.908
F -11.532 -0.465 1.323
F -9.837 1.953 -2.879
F -9.813 1.817 0.870
F -8.643 -0.745 0.048
F -10.476 -2.329 0.581
F -7.272 2.805 -2.810
O 6.465 1.398 -1.279
O 2.371 -1.297 -3.093
O 6.131 -2.761 1.711
O 8.359 -6.222 1.948
O -8.960 3.805 5.513
N -2.312 3.116 -1.523
N -1.126 3.004 -2.109
C -2.749 2.743 -0.211
C -0.227 1.941 0.157
C 2.607 2.390 -1.049
C -1.674 2.108 0.753
C 4.214 -1.182 -0.021
C 7.744 0.951 -1.717
C -9.681 2.146 3.919
C -5.219 2.275 -0.827
C -11.051 -1.086 0.157
C 3.696 -1.816 -5.041
C 3.387 0.982 -1.181
C -7.693 1.954 -1.720
C -9.266 2.183 -1.581
C -9.829 -0.263 -0.553
C -0.076 2.464 -1.336
C 6.068 -3.129 3.084
C 4.014 0.427 0.188
C 3.315 -2.219 -3.630
C -9.253 2.423 5.347
C 10.352 -7.213 1.020
C -4.277 3.019 0.241
C -6.799 2.389 -0.467
C 7.464 -3.259 3.656
C 1.367 2.354 -2.065
C 8.813 1.951 -1.323
C -10.022 1.329 -0.462
C 9.768 -6.344 2.116
H 8.035 -4.016 3.112
H 4.189 1.085 -1.995
H -8.893 2.439 3.219
H 1.433 3.316 -2.707
H 0.637 1.496 0.745
H 1.594 -1.309 -3.667
H 9.969 -6.772 3.103
H -4.444 4.154 0.095
H 2.875 -3.221 -3.616
H 4.376 -1.653 1.002
H 7.982 -7.111 1.990
H 2.815 -1.794 -5.689
H 9.905 -8.212 1.039
H -10.570 2.729 3.661
H 8.827 2.090 -0.239
H 10.200 -5.342 2.080
H 5.507 -2.356 3.616
H -8.352 1.856 5.593
H -9.763 4.300 5.303
H 7.939 -0.019 -1.253
H 4.124 -0.810 -5.050
H 8.609 2.930 -1.768
H 3.254 -1.575 -0.513
H -4.469 2.746 1.329
H 5.061 -1.364 -0.767
H 3.337 3.194 -1.452
H -1.929 1.808 1.832
H -3.059 3.548 -2.108
H 6.621 -3.454 1.247
H 4.193 -2.219 -2.982
H 4.424 -2.513 -5.462
H 2.633 0.191 -1.577
H -10.041 2.142 6.053
H 5.521 -4.073 3.170
H 2.360 2.702 0.019
H -4.953 1.152 -0.773
H 1.386 1.487 -2.817
H 10.138 -6.787 0.037
H 7.717 0.815 -2.803
H -4.971 2.659 -1.870
H -9.902 1.085 3.777
H 7.430 -3.536 4.713
H 11.434 -7.310 1.134
H 3.383 0.638 1.117
H 9.800 1.616 -1.648
H 5.073 0.865 0.301
H 8.009 -2.316 3.557
H 6.295 2.252 -1.700
```

=====

# C14H34AgCl3O9P2

C14H34AgCl3O9P2 as an isolated structure (ωB97M-V/def2-TZVPD, the Open Molecules 2025 dataset).

HOMO energy (spin up / spin down) = -11.385 / -11.385 eV
Kohn-Sham gap (spin up / spin down) = 0.154 / 0.154 hartree
energy above the lowest of the compared OMol25 structures with the same formula, charge and spin = 120.8 kcal per mole
electronic energy = -3440.94102 hartree
2S+1 = 2
charge = +1

```
63
C14H34AgCl3O9P2 (ωB97M-V/def2-TZVPD)
Ag -18.666 -8.799 -3.311
Cl -26.743 -17.051 -4.365
Cl -27.502 -15.535 -2.015
Cl -28.332 -14.513 -4.437
P -16.768 -9.409 -9.600
P -28.681 -16.517 -14.698
O -15.201 -9.809 -9.888
O -27.588 -16.731 -13.473
O -17.055 -8.173 -10.598
O -17.183 -9.220 -8.191
O -27.795 -16.638 -16.077
O -29.547 -17.862 -14.546
O -22.628 -9.795 -4.679
O -29.407 -15.243 -14.555
O -17.587 -10.665 -10.318
C -29.742 -18.566 -15.671
C -16.380 -8.136 -11.884
C -30.950 -17.927 -16.461
C -14.397 -10.523 -8.922
C -18.616 -12.834 -10.129
C -27.802 -16.078 -12.188
C -25.462 -16.483 -15.905
C -26.737 -15.775 -16.258
C -27.039 -15.383 -3.688
C -17.345 -11.965 -9.933
C -26.939 -14.850 -11.858
C -13.030 -9.789 -8.680
C -23.503 -10.121 -5.646
C -15.396 -6.918 -11.867
H -24.380 -10.593 -5.203
H -26.673 -14.745 -15.908
H -24.624 -15.793 -16.004
H -28.815 -15.691 -12.079
H -31.136 -18.410 -17.421
H -12.309 -10.605 -8.637
H -26.086 -14.853 -3.683
H -23.863 -9.255 -6.202
H -19.464 -12.551 -9.506
H -14.960 -6.911 -12.867
H -19.037 -13.063 -11.108
H -22.998 -10.731 -6.395
H -14.208 -11.532 -9.290
H -31.042 -16.879 -16.747
H -14.563 -7.116 -11.192
H -28.875 -18.617 -16.330
H -15.973 -9.100 -12.192
H -25.878 -15.097 -11.901
H -26.723 -15.498 -17.312
H -27.173 -14.121 -12.634
H -14.956 -10.699 -8.003
H -15.874 -5.956 -11.685
H -25.402 -16.896 -14.898
H -12.660 -9.024 -9.362
H -27.136 -14.460 -10.859
H -18.384 -13.848 -9.803
H -17.136 -7.990 -12.656
H -27.821 -16.804 -11.375
H -31.831 -18.172 -15.867
H -17.140 -11.940 -8.862
H -29.749 -19.634 -15.453
H -16.504 -12.478 -10.400
H -13.188 -9.276 -7.731
H -25.326 -17.385 -16.501
```

=====

# C2H6P2

C2H6P2 in the gas phase (ωB97M-V/def2-TZVPD, the Open Molecules 2025 dataset).

HOMO energy (spin up / spin down) = -7.922 / -7.790 eV
Kohn-Sham gap (spin up / spin down) = 0.280 / 0.264 hartree
energy above the lowest of the compared OMol25 structures with the same formula, charge and spin = 48.3 kcal per mole
electronic energy = -762.36462 hartree
2S+1 = 1
charge = 0

```
10
C2H6P2 (ωB97M-V/def2-TZVPD)
P 1.863 0.883 0.037
P -1.597 1.056 -0.112
C 0.808 -0.575 -0.426
C -0.354 -0.183 0.440
H -2.082 0.530 -1.326
H 1.232 -1.678 -0.140
H 2.574 0.347 1.057
H -2.721 0.383 0.454
H 0.490 -0.608 -1.566
H -0.212 -0.154 1.580
```

=====

# C4H11NO2

A 2-piece molecular cluster, C4H11NO2 overall (ωB97M-V/def2-TZVPD, the Open Molecules 2025 dataset).

HOMO energy = -9.236 eV
Kohn-Sham gap = 0.357 hartree
energy above the lowest of the compared OMol25 structures with the same formula, charge and spin = 21.7 kcal per mole
electronic energy = -364.23361 hartree
2S+1 = 1
charge = 0

```
18
C4H11NO2 (ωB97M-V/def2-TZVPD)
O 1.158 1.950 1.721
O -0.096 -1.038 -2.178
N -0.913 0.420 -0.606
C 0.029 -1.825 0.009
C 0.747 -1.269 1.245
C -1.420 1.216 -1.736
C -0.312 -0.735 -1.014
H -0.960 -2.216 0.263
H 1.678 1.635 2.476
H 1.769 2.645 1.452
H -1.552 2.285 -1.586
H -2.275 0.666 -2.112
H 0.768 -2.441 -0.498
H 1.627 -0.683 1.045
H -0.019 -0.662 1.752
H 1.078 -2.024 1.994
H -0.665 0.823 0.283
H -0.640 1.253 -2.511
```

=====

# C5H8F3NO3

C5H8F3NO3 in the gas phase (ωB97M-V/def2-TZVPD, the Open Molecules 2025 dataset).

HOMO energy = -10.634 eV
Kohn-Sham gap = 0.417 hartree
energy above the lowest of the compared OMol25 structures with the same formula, charge and spin = 0.0 kcal per mole
electronic energy = -775.29069 hartree
2S+1 = 1
charge = 0

```
20
C5H8F3NO3 (ωB97M-V/def2-TZVPD)
F 2.254 2.418 0.428
F 0.344 2.858 1.191
F 2.022 2.764 2.527
O -0.418 -1.179 1.581
O 0.510 0.489 0.437
O 2.517 0.149 1.637
N 1.219 0.789 1.645
C -1.407 0.406 -1.618
C -0.381 -0.551 0.535
C 1.528 2.199 1.449
C -0.865 -2.188 -1.272
C -1.332 -0.823 -0.636
H -0.425 0.622 -1.967
H 2.567 -0.667 2.169
H -2.004 0.210 -2.544
H -1.006 -3.186 -0.739
H -1.341 -2.384 -2.194
H -2.223 -1.027 -0.084
H -1.849 1.170 -1.058
H 0.290 -2.067 -1.487
```

=====

What did the second record say?
# C27H48F13N2O5

A 6-piece molecular cluster, C27H48F13N2O5 overall (ωB97M-V/def2-TZVPD, the Open Molecules 2025 dataset).

HOMO energy = -11.441 eV
Kohn-Sham gap = 0.241 hartree
energy above the lowest of the compared OMol25 structures with the same formula, charge and spin = 169.4 kcal per mole
electronic energy = -2841.00034 hartree
2S+1 = 1
charge = +1

```
95
C27H48F13N2O5 (ωB97M-V/def2-TZVPD)
F -7.297 0.648 -2.089
F -6.960 1.524 0.680
F -11.428 1.545 -0.695
F -9.554 3.563 -1.304
F -6.998 3.729 -0.030
F -12.035 -1.392 -0.797
F -9.816 -0.742 -1.908
F -11.532 -0.465 1.323
F -9.837 1.953 -2.879
F -9.813 1.817 0.870
F -8.643 -0.745 0.048
F -10.476 -2.329 0.581
F -7.272 2.805 -2.810
O 6.465 1.398 -1.279
O 2.371 -1.297 -3.093
O 6.131 -2.761 1.711
O 8.359 -6.222 1.948
O -8.960 3.805 5.513
N -2.312 3.116 -1.523
N -1.126 3.004 -2.109
C -2.749 2.743 -0.211
C -0.227 1.941 0.157
C 2.607 2.390 -1.049
C -1.674 2.108 0.753
C 4.214 -1.182 -0.021
C 7.744 0.951 -1.717
C -9.681 2.146 3.919
C -5.219 2.275 -0.827
C -11.051 -1.086 0.157
C 3.696 -1.816 -5.041
C 3.387 0.982 -1.181
C -7.693 1.954 -1.720
C -9.266 2.183 -1.581
C -9.829 -0.263 -0.553
C -0.076 2.464 -1.336
C 6.068 -3.129 3.084
C 4.014 0.427 0.188
C 3.315 -2.219 -3.630
C -9.253 2.423 5.347
C 10.352 -7.213 1.020
C -4.277 3.019 0.241
C -6.799 2.389 -0.467
C 7.464 -3.259 3.656
C 1.367 2.354 -2.065
C 8.813 1.951 -1.323
C -10.022 1.329 -0.462
C 9.768 -6.344 2.116
H 8.035 -4.016 3.112
H 4.189 1.085 -1.995
H -8.893 2.439 3.219
H 1.433 3.316 -2.707
H 0.637 1.496 0.745
H 1.594 -1.309 -3.667
H 9.969 -6.772 3.103
H -4.444 4.154 0.095
H 2.875 -3.221 -3.616
H 4.376 -1.653 1.002
H 7.982 -7.111 1.990
H 2.815 -1.794 -5.689
H 9.905 -8.212 1.039
H -10.570 2.729 3.661
H 8.827 2.090 -0.239
H 10.200 -5.342 2.080
H 5.507 -2.356 3.616
H -8.352 1.856 5.593
H -9.763 4.300 5.303
H 7.939 -0.019 -1.253
H 4.124 -0.810 -5.050
H 8.609 2.930 -1.768
H 3.254 -1.575 -0.513
H -4.469 2.746 1.329
H 5.061 -1.364 -0.767
H 3.337 3.194 -1.452
H -1.929 1.808 1.832
H -3.059 3.548 -2.108
H 6.621 -3.454 1.247
H 4.193 -2.219 -2.982
H 4.424 -2.513 -5.462
H 2.633 0.191 -1.577
H -10.041 2.142 6.053
H 5.521 -4.073 3.170
H 2.360 2.702 0.019
H -4.953 1.152 -0.773
H 1.386 1.487 -2.817
H 10.138 -6.787 0.037
H 7.717 0.815 -2.803
H -4.971 2.659 -1.870
H -9.902 1.085 3.777
H 7.430 -3.536 4.713
H 11.434 -7.310 1.134
H 3.383 0.638 1.117
H 9.800 1.616 -1.648
H 5.073 0.865 0.301
H 8.009 -2.316 3.557
H 6.295 2.252 -1.700
```

=====

What did the third record say?
# C14H34AgCl3O9P2

C14H34AgCl3O9P2 as an isolated structure (ωB97M-V/def2-TZVPD, the Open Molecules 2025 dataset).

HOMO energy (spin up / spin down) = -11.385 / -11.385 eV
Kohn-Sham gap (spin up / spin down) = 0.154 / 0.154 hartree
energy above the lowest of the compared OMol25 structures with the same formula, charge and spin = 120.8 kcal per mole
electronic energy = -3440.94102 hartree
2S+1 = 2
charge = +1

```
63
C14H34AgCl3O9P2 (ωB97M-V/def2-TZVPD)
Ag -18.666 -8.799 -3.311
Cl -26.743 -17.051 -4.365
Cl -27.502 -15.535 -2.015
Cl -28.332 -14.513 -4.437
P -16.768 -9.409 -9.600
P -28.681 -16.517 -14.698
O -15.201 -9.809 -9.888
O -27.588 -16.731 -13.473
O -17.055 -8.173 -10.598
O -17.183 -9.220 -8.191
O -27.795 -16.638 -16.077
O -29.547 -17.862 -14.546
O -22.628 -9.795 -4.679
O -29.407 -15.243 -14.555
O -17.587 -10.665 -10.318
C -29.742 -18.566 -15.671
C -16.380 -8.136 -11.884
C -30.950 -17.927 -16.461
C -14.397 -10.523 -8.922
C -18.616 -12.834 -10.129
C -27.802 -16.078 -12.188
C -25.462 -16.483 -15.905
C -26.737 -15.775 -16.258
C -27.039 -15.383 -3.688
C -17.345 -11.965 -9.933
C -26.939 -14.850 -11.858
C -13.030 -9.789 -8.680
C -23.503 -10.121 -5.646
C -15.396 -6.918 -11.867
H -24.380 -10.593 -5.203
H -26.673 -14.745 -15.908
H -24.624 -15.793 -16.004
H -28.815 -15.691 -12.079
H -31.136 -18.410 -17.421
H -12.309 -10.605 -8.637
H -26.086 -14.853 -3.683
H -23.863 -9.255 -6.202
H -19.464 -12.551 -9.506
H -14.960 -6.911 -12.867
H -19.037 -13.063 -11.108
H -22.998 -10.731 -6.395
H -14.208 -11.532 -9.290
H -31.042 -16.879 -16.747
H -14.563 -7.116 -11.192
H -28.875 -18.617 -16.330
H -15.973 -9.100 -12.192
H -25.878 -15.097 -11.901
H -26.723 -15.498 -17.312
H -27.173 -14.121 -12.634
H -14.956 -10.699 -8.003
H -15.874 -5.956 -11.685
H -25.402 -16.896 -14.898
H -12.660 -9.024 -9.362
H -27.136 -14.460 -10.859
H -18.384 -13.848 -9.803
H -17.136 -7.990 -12.656
H -27.821 -16.804 -11.375
H -31.831 -18.172 -15.867
H -17.140 -11.940 -8.862
H -29.749 -19.634 -15.453
H -16.504 -12.478 -10.400
H -13.188 -9.276 -7.731
H -25.326 -17.385 -16.501
```

=====

The highest electronic energy belongs to which entry?
C4H11NO2

=====

What is the energy above the lowest of the compared OMol25 structures with the same formula, charge and spin in the first record?
134.6 kcal per mole